(1)
C3H7NO2 | ωB97M-V/def2-TZVPD

Structure (XYZ):
```
13
Properties=species:S:1:pos:R:3
O 1.547 -0.298 -0.532
O -2.724 0.399 -0.389
N -1.646 -0.103 0.380
C -0.751 -0.673 -0.381
C 1.531 0.966 -0.032
C 0.543 -0.973 0.196
H 1.897 0.849 1.059
H -3.494 0.455 0.319
H 0.415 1.375 0.141
H -0.857 -0.766 -1.450
H 2.277 1.728 -0.549
H 0.598 -0.873 1.301
H 0.664 -2.086 -0.064
```

Orbital gap: 10.89 eV
Max |F|: 0.090 hartree/bohr
Multiplicity: 1
Structure (SMILES): COC/C=N/O


(2)
C3H7NO2 | ωB97M-V/def2-TZVPD

Structure (XYZ):
```
13
Properties=species:S:1:pos:R:3
O -3.155 0.451 -0.649
O -2.459 -0.846 1.072
N 0.928 0.203 0.686
C -2.770 -0.186 0.200
C 1.058 -0.994 -0.882
C 0.473 1.489 0.562
H 0.358 -1.719 -0.900
H 2.047 -1.498 -1.057
H 1.974 0.071 0.847
H 0.392 -0.453 1.368
H -0.608 1.568 0.433
H 0.706 -0.195 -1.507
H 1.054 2.109 -0.173
```

Orbital gap (alpha / beta): 7.06 / 7.06 eV
Max |F|: 0.079 hartree/bohr
Multiplicity: 1


(3)
C3H7NO2 | ωB97M-V/def2-TZVPD

Structure (XYZ):
```
13
Properties=species:S:1:pos:R:3
O -0.585 0.082 -1.178
O 1.537 -0.595 1.076
N -1.915 -1.766 -1.123
C 0.872 1.712 0.990
C -0.898 -0.988 -0.684
C 1.571 0.474 0.507
H 0.203 1.463 1.818
H -2.430 -1.492 -1.946
H -0.366 -1.410 0.185
H 0.307 2.154 0.165
H -2.081 -2.674 -0.722
H 1.616 2.444 1.330
H 2.169 0.596 -0.419
```

Orbital gap: 10.58 eV
Max |F|: 0.010 hartree/bohr
Multiplicity: 1
Structure (SMILES): CC=O.NC=O


(4)
C3H7NO2 | ωB97M-V/def2-TZVPD

Structure (XYZ):
```
13
Properties=species:S:1:pos:R:3
O -0.599 0.286 -1.438
O -0.120 -0.183 2.084
N -1.544 -1.169 0.617
C 1.579 0.273 -0.301
C -0.533 -0.328 0.945
C 0.073 0.488 -0.204
H -2.038 -1.623 1.369
H 2.044 1.062 -0.899
H 1.808 -0.695 -0.767
H -0.111 1.530 0.081
H -0.077 -0.327 -1.970
H 2.019 0.276 0.699
H -1.883 -1.235 -0.328
```

Orbital gap: 10.38 eV
Max |F|: 0.007 hartree/bohr
Multiplicity: 1
Structure (SMILES): C[C@@H](O)C(N)=O


(5)
C3H7NO2 | ωB97M-V/def2-TZVPD

Structure (XYZ):
```
13
Properties=species:S:1:pos:R:3
O 0.619 1.448 1.251
O 0.485 -1.356 1.533
N -0.484 -0.964 -0.494
C -0.250 -1.694 0.617
C 0.289 0.224 -0.849
C -0.010 1.461 -0.001
H 1.356 -0.013 -0.755
H 0.594 0.534 1.588
H -0.788 -2.657 0.626
H 0.370 2.340 -0.537
H -1.105 1.573 0.080
H -1.151 -1.326 -1.158
H 0.076 0.430 -1.902
```

Orbital gap: 10.63 eV
Max |F|: 0.008 hartree/bohr
Multiplicity: 1
Structure (SMILES): O=CNCCO


(6)
C3H7NO2 | ωB97M-V/def2-TZVPD

Structure (XYZ):
```
13
Properties=species:S:1:pos:R:3
O 1.605 -0.849 -0.917
O -0.736 -1.997 -0.246
N -1.301 -0.693 -0.146
C -0.397 0.168 0.111
C 1.090 -0.140 0.188
C -0.838 1.578 0.376
H -0.583 2.225 -0.472
H -0.322 1.978 1.257
H 1.638 0.806 0.226
H 1.273 -0.669 1.134
H -0.749 -2.174 -1.195
H -1.916 1.620 0.545
H 1.526 -1.785 -0.709
```

Orbital gap: 10.38 eV
Max |F|: 0.011 hartree/bohr
Multiplicity: 1
Structure (SMILES): C/C(CO)=N/O